# C22H29NO2

An isolated molecule of C22H29NO2 (ωB97M-V/def2-TZVPD, the OMol25 dataset).

Last columns: bonded neighbours and bond lengths (Å).
Atoms and positions in Å:
1 C 5.032 -4.492 0.184  C2 1.525, H26 1.088, H27 1.088, H28 1.088
2 C 4.046 -3.746 -0.709  C1 1.525, C3 1.528, C25 1.528, H29 1.097
3 C 2.635 -4.315 -0.578  C2 1.528, C4 1.526, H30 1.091, H31 1.092
4 C 1.653 -3.526 -1.439  C3 1.526, N5 1.451, H32 1.094, H33 1.107
5 N 1.645 -2.132 -1.034  C4 1.451, C6 1.450, C24 1.453
6 C 0.600 -1.374 -1.693  N5 1.450, C7 1.528, H34 1.104, H35 1.093
7 C 0.310 -0.053 -0.981  C6 1.528, O8 1.417, H36 1.097, H37 1.100
8 O 1.185 0.956 -1.454  C7 1.417, C9 1.403
9 C 1.017 2.198 -0.824  O8 1.403, C10 1.541, H38 1.101, H39 1.093
10 C -0.305 2.897 -1.196  C9 1.541, O11 1.409, H40 1.094, H41 1.096
11 O -1.385 2.539 -0.366  C10 1.409, C12 1.366
12 C -1.526 3.131 0.857  O11 1.366, C13 1.390, C17 1.406
13 C -0.643 4.058 1.397  C12 1.390, C14 1.386, H42 1.079
14 C -0.905 4.642 2.626  C13 1.386, C15 1.381, H43 1.080
15 C -2.049 4.316 3.328  C14 1.381, C16 1.384, H44 1.079
16 C -2.930 3.389 2.798  C15 1.384, C17 1.387, H45 1.080
17 C -2.683 2.782 1.576  C12 1.406, C16 1.387, C18 1.475
18 C -3.634 1.790 1.040  C17 1.475, C19 1.391, C23 1.391
19 C -4.983 2.109 0.922  C18 1.391, C20 1.383, H46 1.081
20 C -5.883 1.181 0.431  C19 1.383, C21 1.385, H47 1.081
21 C -5.448 -0.080 0.059  C20 1.385, C22 1.385, H48 1.080
22 C -4.109 -0.409 0.184  C21 1.385, C23 1.382, H49 1.081
23 C -3.207 0.518 0.672  C18 1.391, C22 1.382, H50 1.079
24 C 2.960 -1.548 -1.234  N5 1.453, C25 1.524, H51 1.090, H52 1.107
25 C 3.989 -2.259 -0.362  C2 1.528, C24 1.524, H53 1.091, H54 1.092
26 H 4.737 -4.407 1.227  C1 1.088
27 H 5.064 -5.547 -0.079  C1 1.088
28 H 6.033 -4.080 0.075  C1 1.088
29 H 4.369 -3.849 -1.752  C2 1.097
30 H 2.317 -4.249 0.464  C3 1.091
31 H 2.618 -5.365 -0.878  C3 1.092
32 H 0.646 -3.930 -1.307  C4 1.094
33 H 1.929 -3.636 -2.505  C4 1.107
34 H 0.844 -1.152 -2.746  C6 1.104
35 H -0.312 -1.975 -1.670  C6 1.093
36 H -0.730 0.241 -1.172  C7 1.097
37 H 0.446 -0.187 0.102  C7 1.100
38 H 1.074 2.081 0.269  C9 1.101
39 H 1.859 2.806 -1.165  C9 1.093
40 H -0.597 2.574 -2.199  C10 1.094
41 H -0.169 3.985 -1.209  C10 1.096
42 H 0.257 4.335 0.871  C13 1.079
43 H -0.205 5.359 3.028  C14 1.080
44 H -2.254 4.775 4.283  C15 1.079
45 H -3.822 3.116 3.341  C16 1.080
46 H -5.321 3.096 1.203  C19 1.081
47 H -6.927 1.442 0.337  C20 1.081
48 H -6.152 -0.805 -0.325  C21 1.080
49 H -3.766 -1.395 -0.096  C22 1.081
50 H -2.167 0.253 0.785  C23 1.079
51 H 2.911 -0.492 -0.972  C24 1.090
52 H 3.265 -1.619 -2.295  C24 1.107
53 H 3.704 -2.146 0.686  C25 1.091
54 H 4.968 -1.797 -0.504  C25 1.092

Properties
* total energy: -28869.38432 eV
* HOMO: -8.33 eV
* spin multiplicity: 1
* SMILES: CC1CCN(CCOCCOc2ccccc2-c2ccccc2)CC1
* charge: 0